Here is a molecular structure, C4H20BNaO4 at a distorted geometry from the OMol25 dataset. Energies are from wB97M-V/def2-TZVPD.

For the HOMO-LUMO gap (spin up / spin down), the calculation gives 0.41224 / 0.19090 Ha. Its total charge is +1. As for the expectation value of S²: 0.753. Its highest occupied orbital energy (spin up / spin down) is -13.923 / -13.923 eV. The total energy comes out at -17743.22645 eV. As for the multiplicity: 2.

Cartesian coordinates (Å):
C1 7.863218 19.200752 10.297343
H1 7.480673 18.461672 9.593414
H2 7.084431 19.927482 10.066123
H3 9.989187 16.278033 12.014053
H4 5.996198 15.397688 8.682959
H5 4.648085 18.148075 12.532678
H6 7.574928 15.869232 10.009622
B1 7.080361 17.584282 15.349877
H7 4.804585 15.365781 10.039695
H8 4.445254 15.701900 14.016698
H9 3.093916 17.427863 12.954945
C2 10.620989 16.773526 13.797686
H10 7.500919 18.028204 16.238874
H11 5.632469 16.899332 9.607321
H12 8.505271 19.358972 12.143857
H13 4.067234 17.970757 14.235175
O1 7.886782 18.799063 11.668923
C3 4.139769 17.505919 13.251937
O2 4.826753 16.241172 13.320108
Na1 7.182931 16.263887 12.905809
H14 11.528565 16.192584 13.961732
H15 8.804289 19.506235 9.839998
H16 6.197588 17.039452 15.646681
C4 5.719398 15.813710 9.651666
H17 10.119675 16.978144 14.743695
O3 9.753912 16.075127 12.922391
O4 6.786085 15.566099 10.465072
H18 7.814304 16.893297 14.965017
H19 6.837594 18.361246 14.641609
H20 10.811265 17.744235 13.339832

Forces on the atoms, in the same order (eV/Å):
-0.8 0.2 -1.2
0.3 -1.2 0.7
0.3 0.8 0.7
0.2 0.0 0.0
-0.8 0.1 -0.4
0.1 -0.1 0.2
0.1 -0.1 0.0
0.7 -0.8 -5.3
0.2 0.0 0.0
-0.2 -0.1 0.0
0.1 -0.5 -0.4
0.1 0.6 -0.2
0.3 2.4 5.5
-0.7 0.1 -0.5
0.0 0.2 0.0
0.5 0.2 0.0
0.0 -0.5 -0.7
-0.6 0.2 0.3
0.3 0.4 -0.1
0.2 0.0 -0.5
0.1 0.2 0.1
0.2 0.2 0.6
-3.4 -2.4 3.7
-0.9 0.7 -1.5
0.0 -0.3 0.0
-1.2 -0.5 -0.2
2.2 -0.7 2.7
2.2 -2.6 -1.7
0.0 3.4 -2.2
0.5 0.1 0.2

***

Here is a molecular structure, C18H33CaF2N4O4 at a distorted geometry from the OMol25 dataset. Energies are from wB97M-V/def2-TZVPD.

For the HOMO-LUMO gap, the calculation gives 0.12166 Ha. Its total charge is +1. Its highest occupied orbital energy is -10.302 eV. The total energy comes out at -57216.06838 eV.

Cartesian coordinates (Å):
O1 3.887721 1.418868 -3.451225
C1 -1.890837 -4.671037 4.527845
C2 -0.187064 -0.369302 -7.779858
C3 0.776153 -4.113453 4.022914
H1 -2.637368 -0.526974 -4.532237
H2 -5.463778 2.559474 4.203254
N1 4.497976 -0.701635 -3.766680
H3 2.912980 -0.677959 -2.317075
C4 -0.810852 -0.414923 -6.414677
H4 -3.743344 2.141542 3.969988
N2 -5.090663 1.536358 2.436948
H5 -1.560949 -2.282430 -6.685636
H6 -4.305774 1.527485 1.801375
H7 1.207485 -5.581127 5.532035
C5 5.250359 1.101930 -5.307494
C6 4.506369 0.563068 -4.077567
N3 -1.469345 -1.512296 -6.038641
H8 2.910504 1.291275 4.625207
H9 6.276287 1.408934 -5.104303
N4 2.096237 2.943941 3.585392
F1 -1.235933 1.616559 -0.098943
C7 4.020598 4.505282 3.799948
C8 -2.170421 -1.482634 -4.770533
H10 -1.093548 -5.999040 6.066300
H11 4.511153 -1.075454 -1.763000
H12 4.816910 -1.429766 -4.389741
C9 -0.209305 -3.451934 3.340644
F2 2.109831 -3.897461 3.723961
C10 -1.541349 -3.749273 3.544019
H13 4.722030 5.045502 3.164146
H14 4.764479 1.953613 -5.783607
H15 1.340374 1.764131 5.022826
H16 -2.293060 -3.154094 3.046945
H17 -0.443058 -1.275326 -8.329116
H18 -5.485074 1.329271 0.042948
H19 2.642003 2.738546 5.653783
O2 -7.353376 1.610031 2.593260
C11 -0.903517 -5.331740 5.238651
H20 -2.982593 -2.204431 -4.684035
C12 3.827396 -1.197770 -2.603005
H21 1.284523 2.800459 3.001750
H22 -0.591266 0.423357 -8.409471
O3 -0.645855 0.508545 -5.647709
Ca1 0.252793 3.959253 -2.410199
H23 3.583711 5.306864 4.395514
C13 2.906204 3.843439 2.997933
H24 5.358988 0.346542 -6.085752
H25 0.045237 -2.734436 2.574613
H26 -4.991618 0.861852 4.322584
H27 -2.917300 -4.802355 4.836928
C14 2.311675 2.190216 4.771560
C15 0.464407 -4.993263 5.013719
O4 2.762177 4.153691 1.817406
H28 0.898751 -0.274754 -7.792334
H29 4.586132 3.855073 4.467418
H30 -7.154084 1.961449 0.160982
H31 -6.899905 0.216089 0.295230
H32 -1.485967 -1.773941 -3.973812
C16 -6.462687 1.192257 0.505111
C17 -4.770821 1.807071 3.826688
H33 3.542233 -2.245048 -2.702902
C18 -6.282964 1.441895 1.989724

Forces on the atoms, in the same order (eV/Å):
-0.5 0.1 1.1
-0.1 -0.1 0.4
-0.4 -0.9 -1.1
1.2 0.0 0.1
0.5 0.1 -0.3
0.1 0.0 0.1
-0.2 -2.3 -0.4
0.1 0.3 -0.5
1.1 0.2 -0.6
-0.1 -0.2 -0.2
4.2 0.8 1.2
-0.2 0.2 0.2
-0.3 -0.2 -0.1
0.3 0.3 0.1
0.5 -1.2 -0.6
0.0 3.4 -1.8
-0.9 -0.3 -0.3
0.5 0.2 -0.1
-0.1 0.0 0.5
0.0 1.1 -0.8
0.7 1.4 -1.2
0.0 0.2 0.2
-0.2 -0.9 0.9
-0.3 -0.1 -0.1
-0.1 -0.3 0.3
0.3 0.6 -0.1
-0.1 0.5 -1.3
-1.2 0.1 0.2
0.0 0.1 0.9
-0.1 -0.4 -0.3
-0.3 -0.1 0.5
-0.1 0.1 0.3
-0.1 -0.2 -0.2
0.2 -0.2 -0.1
-0.1 -0.3 -0.6
0.1 0.2 -0.3
1.3 -0.2 1.0
1.6 1.2 0.0
0.1 -0.2 -0.7
-0.3 -0.2 1.4
0.0 -0.6 0.2
-0.1 0.3 0.4
0.0 1.5 1.0
-0.4 -1.8 1.3
-0.2 -0.2 0.3
1.4 0.3 -0.4
0.0 -0.2 -0.1
0.2 0.1 0.0
0.4 0.2 0.7
-0.2 -0.2 -0.3
-1.0 -1.1 0.8
-1.3 -1.7 0.3
-0.5 0.2 -0.1
-0.1 0.1 0.4
-0.2 -0.1 0.0
0.1 -0.1 -0.1
0.2 0.0 0.1
0.1 0.4 0.2
0.9 0.4 0.0
-0.9 -0.4 0.1
0.4 0.0 -0.2
-5.6 0.0 -2.2

***

Here is C6H12O in the gas phase from the OMol25 dataset. Energies are from wB97M-V/def2-TZVPD.

For the HOMO-LUMO gap, the calculation gives 0.29720 Ha. Its total charge is 0. Its highest occupied orbital energy is -7.164 eV. The total energy comes out at -8460.03151 eV.

Cartesian coordinates (Å):
H1 0.779021 -0.921167 1.962255
C1 -0.295205 -0.913437 2.165543
O1 -1.014461 -0.482329 1.005527
H2 -1.771527 -1.298302 -0.696761
H3 0.326026 -1.037098 -1.975923
C2 -0.821554 -1.324232 -0.154862
C3 1.181944 1.685751 -1.245659
H4 -0.835462 1.030727 -1.585359
H5 1.497156 1.499073 -2.280312
H6 -0.661865 -1.904298 2.453917
H7 -0.501913 -0.179230 2.941222
H8 0.950249 2.752019 -1.150492
C4 -0.386696 1.095725 0.606211
C5 -0.024378 0.827656 -0.860882
H9 1.264477 -0.875531 -0.477221
H10 2.015896 1.470451 -0.568936
H11 -0.621324 -2.347928 0.176320
H12 -1.373641 1.591044 0.629890
C6 0.293256 -0.668893 -0.944480

Forces on the atoms, in the same order (eV/Å):
-0.1 0.0 0.0
0.1 -0.1 0.2
0.0 0.2 0.0
0.1 0.0 0.1
0.0 0.1 0.1
0.0 -0.1 -0.2
0.0 0.0 0.0
0.1 0.0 0.2
-0.1 0.0 0.1
0.0 0.1 0.0
0.0 -0.1 -0.1
0.0 -0.2 0.0
-0.3 -0.1 -0.3
0.1 0.0 0.0
-0.1 0.0 0.0
-0.1 0.0 -0.1
0.0 0.2 0.0
0.2 0.0 0.1
0.0 -0.1 0.0

***

Here is 5 unconnected molecules or ions with the total composition C43H90N7O4 at a distorted geometry from the OMol25 dataset. Energies are from wB97M-V/def2-TZVPD.

For the HOMO-LUMO gap (spin up / spin down), the calculation gives 0.27019 / 0.31196 Ha. Its total charge is +1. As for the expectation value of S²: 6.016. Its highest occupied orbital energy (spin up / spin down) is -9.394 / -10.551 eV. The total energy comes out at -64659.45356 eV. As for the multiplicity: 5.

Cartesian coordinates (Å):
C1 2.998014 -1.490456 4.089858
N1 -5.614288 -5.263459 -3.549056
H1 1.562803 1.666803 -5.042221
H2 3.477445 8.826535 4.998307
H3 2.367703 8.584129 2.789784
H4 4.392621 2.693235 -1.939292
C2 2.164517 7.229974 4.444987
H5 -1.241424 8.641174 5.269638
H6 6.101417 0.420317 -4.347936
H7 3.603562 1.464365 -0.551782
H8 1.580426 -5.933695 -1.683152
H9 0.044423 5.507038 7.513637
H10 -1.142200 -6.408600 -3.761976
H11 1.152840 7.499139 7.694729
H12 -3.459145 -3.859805 -2.686536
H13 -5.786300 -1.920716 -3.116075
H14 -0.333398 -1.326022 -4.346279
H15 1.065908 7.413478 2.574585
H16 -8.749491 -4.860133 -3.292667
H17 0.541808 -5.702448 -5.046637
H18 0.456395 1.295696 0.817352
C3 3.487570 2.923268 -2.493701
H19 0.028150 -7.027271 -2.606032
H20 1.220548 9.683551 5.571428
C4 -1.533064 -5.832623 -1.724586
H21 2.971224 -2.113143 3.194269
H22 0.061234 2.943368 4.181610
O1 1.832598 -0.146383 -3.443394
N2 -0.793315 -5.454051 -0.509724
H23 -1.154229 -0.015213 2.310045
O2 2.617869 0.474899 2.428404
C5 -7.892993 -4.208518 -3.455116
H24 1.399114 -3.635846 -5.966677
N3 -1.059885 -2.020327 -4.462511
H25 1.561896 2.467675 1.543728
H26 5.090136 0.527392 -0.528102
C6 0.344137 -4.540943 -0.690113
H27 1.417440 -2.859580 -4.397974
C7 0.508217 1.222878 2.982226
H28 1.849599 -0.315592 6.332974
H29 0.148221 -1.609250 5.457488
C8 0.557478 -1.678974 4.449890
H30 -1.180015 -4.036503 -4.819832
H31 -6.885408 -3.096264 -1.253333
H32 -1.471714 6.375464 7.252562
H33 1.774719 2.651948 3.975108
H34 -6.288114 -2.850825 -5.005450
H35 3.690727 3.821462 -3.074867
H36 -0.819857 -3.092258 -6.230606
C9 -3.695310 -5.096130 -5.052145
H37 2.696723 3.155601 -1.779738
C10 1.561827 8.058619 3.301183
C11 0.601249 1.972025 1.662266
H38 2.889643 0.712846 5.371599
H39 -6.395180 -6.162013 -1.037463
C12 -5.554368 -3.544282 -5.404973
H40 3.830500 0.761978 -5.160349
C13 3.240116 6.346733 3.833690
H41 -1.457082 -4.967169 0.075354
C14 -0.933507 0.706176 3.099210
H42 2.036531 -5.283402 -4.236016
H43 -8.185603 -3.198833 -3.166645
C15 1.720660 -0.676759 4.227560
H44 -7.718843 -4.212325 -4.525189
N4 1.516047 0.109575 2.966260
H45 -0.112150 1.049146 5.771619
C16 -0.615644 5.919433 6.755040
H46 2.762798 -2.153330 -2.491331
H47 -0.145457 8.605293 7.301844
N5 1.150883 6.342485 5.106887
H48 3.079373 -2.140992 4.960633
H49 -1.334082 -2.279019 -3.522277
C17 -5.187125 -2.593753 -2.499257
H50 0.068565 -3.484227 -0.767141
C18 0.065868 6.988836 5.915500
C19 -7.162321 -5.824773 -1.729861
C20 1.008634 -4.977611 -4.390566
C21 2.983339 -1.556143 -1.606538
N6 2.595328 0.579508 -2.728817
C22 0.815749 2.155238 4.149261
H51 1.019243 2.549895 -3.613255
C23 -6.068795 -3.605295 -1.766140
H52 -5.464039 -4.081288 -0.987095
H53 3.884125 -0.863126 4.044840
C24 -1.016820 7.610555 4.994542
H54 -6.065197 -4.239436 -6.071404
H55 -8.003296 -5.440572 -1.153016
H56 -3.011063 -5.586212 -4.358079
H57 -0.736758 7.598713 3.947098
C25 -4.143561 -3.313644 -3.350775
H58 0.852628 8.812359 3.630730
H59 2.059811 -1.414190 -1.041852
C26 4.202483 1.430132 -4.376809
C27 4.009109 0.464033 -0.649510
C28 0.875710 1.419676 5.483493
H60 2.176435 3.289249 -4.724349
H61 -4.686568 -1.963019 -1.762362
H62 -1.614891 1.548397 2.984591
C29 -4.769305 -4.303471 -4.325627
H63 4.556946 2.333508 -4.874690
H64 3.937938 6.975721 3.281688
C30 0.903347 -3.600560 -5.003450
C31 1.703396 8.963738 6.237406
H65 -0.320118 -4.193388 -3.006536
H66 -7.503201 -6.682414 -2.308627
H67 5.840845 1.432053 -2.950204
H68 -2.113240 -6.720918 -1.503884
O3 -4.903488 -6.171630 -2.992927
H69 -4.854815 -2.957303 -5.999575
C32 5.343070 0.739115 -3.632062
C33 2.767066 8.161275 5.492785
H70 -0.181190 2.729462 1.634113
H71 0.980676 -4.623601 0.184851
H72 3.611364 -0.082945 0.203815
H73 -3.127931 -4.413411 -5.683400
O4 1.700038 5.361697 5.716567
H74 -2.226885 -5.061277 -2.070062
C34 -0.580634 -3.202139 -5.180150
N7 0.296342 -5.004702 -3.080601
H75 1.178120 2.119969 6.262578
H76 -1.158749 0.246748 4.057220
C35 0.672620 8.029214 6.866926
C36 -6.671670 -4.711670 -2.642137
H77 -4.137985 -5.863538 -5.686405
H78 -1.943161 7.041432 5.061005
H79 0.905047 -2.701618 4.305147
H80 -0.258935 -1.539448 3.749377
C37 1.887125 0.277783 5.418101
H81 -0.974792 5.101479 6.129485
H82 3.795980 5.798997 4.590075
H83 2.802882 5.626659 3.140373
H84 3.684839 -2.112006 -0.983640
C38 3.046753 1.810645 -3.455057
C39 3.610735 -0.222877 -1.978688
H85 3.337255 7.567108 6.213290
H86 4.561394 -1.252444 -3.613106
H87 2.000019 -4.252231 -2.052466
C40 1.187764 -4.942526 -1.872481
C41 -0.602300 -6.180945 -2.851835
H88 2.178008 9.550173 7.025133
C42 4.827204 -0.484724 -2.877224
C43 1.875450 2.352424 -4.258516
H89 5.617102 -0.909702 -2.256763
H90 -3.542561 -2.591563 -3.907056

Forces on the atoms, in the same order (eV/Å):
0.2 0.0 -0.1
0.6 0.4 0.7
0.0 0.0 0.0
0.0 0.0 0.0
0.1 0.0 0.0
0.0 0.0 0.0
-0.1 0.2 -0.7
0.0 0.0 0.0
0.0 0.0 0.0
0.0 0.0 0.0
0.2 -0.2 -0.3
0.0 0.0 0.0
-0.1 0.1 -0.2
0.0 -0.1 -0.1
-0.2 0.1 -0.1
0.0 0.0 0.0
0.1 0.2 -0.2
0.0 0.0 0.0
0.0 0.0 0.1
-0.2 -0.2 0.0
0.0 0.0 0.0
0.0 -0.1 0.1
0.2 -0.1 0.0
0.0 0.0 0.0
0.3 0.0 0.3
0.0 0.0 0.0
0.0 0.0 0.0
-0.8 -0.4 -0.2
0.0 0.3 -0.4
0.0 0.0 0.0
0.1 -0.2 -0.4
0.1 -0.1 -0.1
0.2 0.1 -0.1
0.3 -0.3 0.3
0.0 0.0 0.0
0.0 0.0 -0.1
-0.1 -0.1 0.1
0.2 0.2 0.1
-0.7 -0.1 -0.2
0.0 0.0 0.0
0.0 0.0 0.0
-0.1 0.1 -0.2
-0.3 -0.1 -0.2
0.0 0.0 0.0
0.0 0.0 0.0
0.0 0.0 -0.1
0.0 0.0 0.0
0.0 0.0 -0.1
0.0 0.0 -0.3
0.2 -0.1 0.0
0.0 0.0 0.0
-0.1 0.0 0.0
0.2 0.1 -0.1
0.0 0.0 -0.1
0.0 0.0 0.0
-0.1 0.0 0.1
-0.1 0.0 0.0
0.2 -0.1 0.0
0.0 -0.3 0.4
0.1 -0.1 0.0
0.2 -0.1 0.2
0.0 0.0 0.0
-0.4 -0.6 0.1
0.0 0.0 0.0
0.4 0.7 0.6
0.0 0.0 0.0
0.0 -0.2 0.1
0.0 0.0 0.0
0.0 0.0 0.0
0.5 0.4 0.8
0.0 0.0 0.0
-0.2 0.2 0.1
-0.1 -0.2 0.0
-0.2 0.1 -0.2
-0.7 0.2 -0.3
0.1 -0.2 0.1
0.2 0.1 -0.2
-0.2 -0.3 -0.1
0.7 -0.2 -0.6
0.2 0.1 0.3
0.0 0.0 0.0
0.3 0.2 0.1
0.0 -0.1 0.0
0.0 0.0 0.0
0.1 -0.1 -0.1
0.0 0.0 0.0
0.0 0.0 0.0
-0.1 0.0 0.0
0.0 0.0 0.0
0.1 0.3 0.3
0.0 0.0 0.0
0.0 0.1 0.0
0.2 -0.2 -0.1
-0.2 0.1 0.0
0.0 -0.1 -0.1
0.0 0.1 0.0
0.0 0.0 0.0
0.0 0.1 0.0
-0.2 0.2 -0.7
0.0 0.0 0.0
0.0 0.0 0.0
-0.3 0.2 -0.1
-0.1 -0.1 -0.1
0.1 0.2 -0.3
0.0 0.0 0.0
0.0 0.0 0.0
-0.3 -0.1 0.0
0.0 -0.4 -0.1
0.1 0.0 0.0
-0.1 0.0 0.1
0.0 0.1 0.3
0.0 0.0 0.0
0.1 0.1 0.2
0.0 0.0 0.0
-0.1 0.0 -0.1
-0.1 -0.5 -0.2
0.0 0.0 0.0
0.0 0.1 0.3
0.2 -0.6 0.6
0.0 0.0 0.0
0.0 0.0 0.0
0.3 0.1 0.1
-0.8 0.1 -0.2
0.0 0.0 0.0
0.0 0.0 0.1
0.1 0.0 0.1
0.0 0.0 0.0
0.0 0.3 0.1
0.0 0.0 0.0
0.0 0.0 0.0
0.0 0.0 0.0
0.1 0.1 0.1
0.0 0.7 0.4
0.2 0.2 0.9
0.0 -0.1 0.0
-0.1 0.0 0.0
0.1 0.2 -0.1
-0.2 0.2 0.2
0.0 -0.1 -0.1
0.0 0.0 0.0
0.1 0.0 -0.3
-0.1 -0.1 -0.1
0.0 0.0 0.0
0.0 0.0 -0.1

***

Here is a gas-phase ion, C9H19N4 (charge +1) at a distorted geometry from the OMol25 dataset. Energies are from wB97M-V/def2-TZVPD.

For the HOMO-LUMO gap (spin up / spin down), the calculation gives 0.20481 / 0.21343 Ha. Its total charge is +1. As for the expectation value of S²: 2.011. Its highest occupied orbital energy (spin up / spin down) is -8.090 / -11.756 eV. The total energy comes out at -15587.71647 eV. As for the multiplicity: 3.

Cartesian coordinates (Å):
H1 -0.689886 3.052756 0.661829
C1 -3.276744 -0.380540 -1.409288
H2 3.212209 2.521095 -1.244986
H3 -3.145396 0.265332 0.901951
H4 -2.982752 0.625512 -1.713384
N1 3.574915 0.718780 -0.399899
H5 -3.288313 1.801248 0.149310
H6 5.548845 0.031996 -0.299224
C2 -0.276112 2.039186 0.693216
C3 4.719330 0.163721 0.430931
H7 -2.086356 -2.403137 1.118157
C4 1.315634 -0.316416 -0.434163
C5 -2.695333 1.273586 0.861823
H8 5.037501 0.867263 1.193804
H9 -3.186119 -0.937170 -2.350269
H10 0.100377 -1.740390 -0.117252
H11 0.576739 1.708711 -0.002703
C6 -1.193617 -0.123826 -0.117620
H12 -2.798768 1.812670 1.789001
H13 4.410793 -0.815414 0.670443
H14 -3.596072 -2.326690 0.102481
C7 -2.477846 -2.267864 0.020137
H15 -1.987791 -3.096730 -0.604510
N2 0.010285 -0.728290 -0.301341
C8 3.950197 1.794029 -1.199829
C9 2.418463 0.178014 -0.275054
H16 -4.294247 -0.366144 -1.003398
H17 0.201794 1.899985 1.722646
N3 -1.344983 1.053858 0.447190
H18 4.881127 2.410033 -0.968931
H19 4.206277 1.531919 -2.244231
N4 -2.244154 -0.890498 -0.469397

Forces on the atoms, in the same order (eV/Å):
0.5 -0.2 -0.5
1.4 -0.1 -0.6
-1.7 1.3 -0.2
-0.1 0.9 0.7
-0.2 0.1 0.3
2.4 -1.4 2.6
-0.3 0.7 -0.8
-0.3 0.2 0.6
1.0 -2.1 0.4
0.2 0.4 -2.6
-0.6 0.4 -1.9
-5.1 -0.9 0.1
-0.8 -0.4 0.9
-0.4 -0.2 0.3
-0.6 -0.2 0.2
-0.7 0.4 0.1
-1.5 1.7 0.7
-0.1 -1.7 -1.7
0.3 0.0 0.5
-0.1 -0.9 1.2
1.1 -0.7 -0.3
0.4 0.0 1.5
-1.0 1.1 0.6
6.8 -1.5 0.0
2.3 2.3 -2.5
1.1 0.8 -0.5
0.2 -0.2 0.0
-0.8 0.1 -0.9
0.0 3.3 1.8
-1.0 -1.4 0.9
-0.5 -0.5 0.3
-1.9 -1.3 -1.0